Record 1
Here is an isolated molecule of C3H7NO from the Open Molecules 2025 dataset. Energies are from ωB97M-V/def2-TZVPD.

The geometry in XYZ format:
```
12
Properties=species:S:1:pos:R:3
C 0.640 -1.126 -0.744
C 0.351 0.370 -0.668
N -0.796 0.683 0.170
C -0.697 0.678 1.523
O 0.326 0.442 2.136
H 1.503 -1.318 -1.392
H -0.220 -1.673 -1.143
H 0.867 -1.508 0.255
H 0.162 0.786 -1.663
H 1.215 0.893 -0.247
H -1.697 0.849 -0.251
H -1.653 0.925 2.023
```

SMILES ... CCNC=O
Total charge ... 0
HOMO ... -9.82 eV

***

Record 2
Here is an isolated molecule of C3H7NO in a non-equilibrium geometry from the Open Molecules 2025 dataset. Energies are from ωB97M-V/def2-TZVPD.

The geometry in XYZ format:
```
12
Properties=species:S:1:pos:R:3
C -1.209 0.331 0.911
C 0.037 -0.536 0.939
N 0.953 -0.381 -0.059
C 0.725 0.225 -1.350
O 0.170 -1.397 1.783
H -1.970 -0.365 0.553
H -1.502 0.502 1.944
H -1.182 1.244 0.336
H 1.857 -0.803 0.087
H 1.638 0.695 -1.721
H -0.015 1.012 -1.303
H 0.498 -0.526 -2.122
```

SMILES ... CNC(C)=O
Total charge ... 0
HOMO ... -9.50 eV

***

Record 3
Here is a cluster of 2 separate species, C3H7NO in total in a non-equilibrium geometry from the Open Molecules 2025 dataset. Energies are from ωB97M-V/def2-TZVPD.

The geometry in XYZ format:
```
12
Properties=species:S:1:pos:R:3
O 1.457 -1.482 -1.157
C 2.534 -1.285 -0.561
H 3.309 -0.622 -0.980
H 2.845 -2.143 0.016
C -0.694 1.376 1.502
C -1.304 0.481 0.682
N -2.193 0.860 -0.330
H 0.438 1.214 1.800
H -1.088 2.295 1.848
H -0.941 -0.583 0.868
H -2.256 1.841 -0.538
H -1.823 0.405 -1.196
```

SMILES ... C=CN.C=O
Total charge ... 0
HOMO ... -7.90 eV

***

Record 4
Here is a structure of composition C3H7NO in a non-equilibrium geometry from the Open Molecules 2025 dataset. Energies are from ωB97M-V/def2-TZVPD.

The geometry in XYZ format:
```
12
Properties=species:S:1:pos:R:3
O 1.552 0.339 0.891
C 1.081 -0.651 0.020
C -0.350 -0.356 -0.424
C -1.479 0.549 0.606
N -0.656 1.048 -0.484
H 1.213 1.175 0.522
H 1.171 -1.619 0.528
H 1.693 -0.706 -0.903
H -0.685 -0.916 -1.309
H -0.863 0.601 1.516
H -1.434 -0.712 0.322
H -1.243 1.248 -1.287
```

Total charge ... 0
HOMO ... -8.82 eV

***

ΔE to the lowest compared entry with this formula, charge and spin per entry: 38.1; 51.2; 370.5; 473.8 kJ/mol
Orbital gap per entry: 0.3949; 0.3827; 0.2976; 0.3587 Eh